# 1
{
  "formula": "C6H6Br2F2",
  "method": "ωB97M-V/def2-TZVPD",
  "symbols": ["C", "C", "C", "C", "C", "C", "F", "F", "Br", "Br", "H", "H", "H", "H", "H", "H"],
  "positions_angstrom": [[-2.44, -0.81, -0.40], [-2.13, 0.44, -0.38], [-1.31, -1.82, -0.86], [-0.03, 0.36, -1.05], [-0.03, -1.03, -0.53], [0.81, 1.38, -0.48], [0.10, -1.00, 0.82], [1.02, -1.80, -0.95], [-4.07, -1.57, 0.14], [-2.72, 2.14, -0.03], [-1.29, -2.73, -0.37], [-1.41, -2.04, -1.98], [-0.34, 0.33, -2.02], [0.24, 2.31, -0.29], [1.71, 1.44, -1.15], [1.18, 1.16, 0.53]],
  "e_tot_ha": -5579.88411,
  "e_above_lowest_kj_mol": 194.2,
  "charge": 0,
  "gap_ev": 9.55
}



# 2
{
  "formula": "C4H8O3",
  "method": "ωB97M-V/def2-TZVPD",
  "symbols": ["C", "O", "C", "O", "C", "C", "O", "H", "H", "H", "H", "H", "H", "H", "H"],
  "positions_angstrom": [[-2.64, -0.04, -0.59], [-1.83, 0.03, 0.58], [-0.50, -0.02, 0.36], [-0.02, -0.12, -0.75], [0.28, 0.03, 1.65], [2.71, 0.47, -0.67], [3.26, -0.39, -1.50], [-2.50, -1.00, -1.10], [-3.67, 0.06, -0.24], [-2.39, 0.77, -1.28], [-0.11, 0.83, 2.29], [0.14, -0.92, 2.19], [2.22, 1.19, -1.37], [1.33, 0.19, 1.41], [3.71, -1.07, -0.97]],
  "e_tot_ha": -382.82874,
  "e_above_lowest_kj_mol": 357.3,
  "charge": 0,
  "gap_ev": 9.48
}



# 3
{
  "formula": "C34H36CsF6N7SSi",
  "method": "ωB97M-V/def2-TZVPD",
  "symbols": ["Cs", "C", "N", "C", "C", "C", "C", "C", "C", "N", "C", "C", "C", "C", "C", "C", "N", "C", "C", "C", "C", "C", "N", "H", "H", "H", "H", "H", "H", "H", "H", "H", "H", "H", "H", "H", "H", "H", "H", "H", "H", "C", "C", "C", "C", "C", "C", "N", "N", "Si", "C", "C", "C", "H", "H", "H", "H", "H", "H", "H", "H", "H", "H", "H", "H", "H", "H", "H", "F", "C", "F", "F", "C", "C", "C", "C", "N", "C", "S", "H", "H", "H", "F", "C", "F", "F"],
  "positions_angstrom": [[-1.26, -1.42, -0.82], [2.73, 2.52, -1.93], [2.09, 2.18, -0.68], [0.86, 2.92, -0.43], [-0.07, 3.00, -1.62], [-0.11, 4.16, -2.38], [-0.94, 4.22, -3.49], [-1.71, 3.11, -3.80], [-1.62, 2.00, -2.97], [-0.82, 1.94, -1.90], [3.00, 2.32, 0.43], [2.51, 1.74, 1.74], [3.00, 2.25, 2.94], [2.60, 1.67, 4.13], [1.72, 0.60, 4.09], [1.28, 0.16, 2.85], [1.66, 0.72, 1.70], [2.15, 1.84, -3.16], [2.11, 2.52, -4.37], [1.57, 1.88, -5.48], [1.09, 0.59, -5.33], [1.19, -0.01, -4.08], [1.72, 0.60, -3.02], [3.78, 2.21, -1.86], [2.74, 3.61, -2.11], [1.11, 3.96, -0.12], [0.31, 2.44, 0.38], [0.51, 5.01, -2.11], [-0.98, 5.11, -4.10], [-2.38, 3.10, -4.65], [-2.24, 1.13, -3.16], [3.26, 3.38, 0.62], [3.93, 1.81, 0.18], [3.67, 3.10, 2.93], [2.96, 2.05, 5.08], [1.38, 0.11, 4.99], [0.60, -0.68, 2.76], [2.46, 3.54, -4.44], [1.50, 2.39, -6.43], [0.62, 0.06, -6.15], [0.81, -1.00, -3.93], [-3.45, -2.17, 2.75], [-2.34, -3.17, 2.56], [-2.39, -4.42, 3.16], [-1.32, -5.29, 2.91], [-0.27, -4.90, 2.12], [-0.25, -3.58, 1.55], [-1.33, -2.76, 1.79], [0.73, -3.09, 0.80], [2.17, -3.77, 0.27], [1.97, -5.31, -0.80], [3.05, -2.48, -0.77], [3.40, -4.23, 1.64], [-4.15, -2.48, 3.53], [-4.02, -2.05, 1.82], [-3.05, -1.19, 3.00], [-3.23, -4.71, 3.78], [-1.33, -6.29, 3.34], [0.55, -5.57, 1.92], [1.19, -5.12, -1.56], [1.65, -6.18, -0.21], [2.89, -5.57, -1.33], [2.58, -2.37, -1.75], [4.11, -2.74, -0.93], [3.00, -1.50, -0.28], [3.01, -5.01, 2.31], [3.62, -3.35, 2.25], [4.34, -4.59, 1.21], [-6.23, 3.39, 1.17], [-5.78, 2.49, 2.06], [-6.37, 1.32, 1.75], [-6.34, 2.86, 3.26], [-4.29, 2.40, 2.16], [-3.71, 2.64, 3.39], [-2.34, 2.54, 3.55], [-1.61, 2.18, 2.43], [-2.13, 1.93, 1.24], [-3.48, 2.03, 1.03], [-4.10, 1.66, -0.52], [-4.34, 2.91, 4.23], [-1.86, 2.72, 4.51], [-0.53, 2.06, 2.51], [-2.68, -2.36, -5.00], [-1.76, -2.88, -4.06], [-0.53, -2.62, -4.76], [-1.87, -4.26, -4.32]],
  "e_tot_ha": -3007.65720,
  "e_above_lowest_kj_mol": 90.2,
  "charge": -2,
  "gap_ev": 5.74
}



# 4
{
  "formula": "C3H4N2S",
  "method": "ωB97M-V/def2-TZVPD",
  "symbols": ["C", "C", "C", "N", "S", "N", "H", "H", "H", "H"],
  "positions_angstrom": [[-1.24, 0.61, 1.52], [-0.51, 0.05, 0.58], [-0.85, -1.04, -0.23], [-1.07, -1.94, -0.91], [1.30, 0.65, 0.12], [1.52, 0.00, -1.41], [-0.90, 1.44, 2.10], [-2.23, 0.22, 1.74], [1.75, 0.73, -2.08], [2.22, -0.73, -1.42]],
  "e_tot_ha": -624.35620,
  "e_above_lowest_kj_mol": 182.7,
  "smiles": "C=C(C#N)SN",
  "charge": 0,
  "gap_ev": 9.70
}



# 5
{
  "formula": "C4H9N3O",
  "method": "ωB97M-V/def2-TZVPD",
  "symbols": ["N", "C", "C", "C", "N", "C", "N", "O", "H", "H", "H", "H", "H", "H", "H", "H", "H"],
  "positions_angstrom": [[-2.29, -1.23, -0.56], [-2.03, 0.18, -0.04], [-0.57, 0.27, 0.53], [0.28, 1.44, 0.24], [0.55, 0.31, -0.57], [1.73, -0.42, -0.06], [2.93, -0.22, -0.54], [1.64, -1.35, 0.72], [-1.34, -1.61, -0.30], [-2.96, -1.78, 0.14], [-1.99, 0.77, -0.90], [-2.80, 0.45, 0.65], [-0.30, -0.47, 1.28], [-0.45, 2.11, -0.18], [0.89, 1.89, 1.08], [3.12, 0.50, -1.17], [3.59, -0.85, -0.31]],
  "e_tot_ha": -397.25002,
  "e_above_lowest_kj_mol": 264.2,
  "smiles": "NC[C@@H]1CN1C(N)=O",
  "charge": 0,
  "gap_ev": 10.27
}



# 6
{
  "formula": "C7H18NO3",
  "method": "ωB97M-V/def2-TZVPD",
  "symbols": ["C", "C", "C", "C", "C", "C", "C", "N", "O", "O", "O", "H", "H", "H", "H", "H", "H", "H", "H", "H", "H", "H", "H", "H", "H", "H", "H", "H", "H"],
  "positions_angstrom": [[-3.39, 1.04, -0.16], [2.25, -0.97, 0.29], [1.82, 1.40, 0.94], [-0.52, -2.71, 0.51], [-2.14, 1.10, 0.77], [1.59, 0.28, -0.04], [-0.77, -0.48, -0.48], [2.07, 0.81, -1.40], [-0.84, 0.21, -1.61], [-0.54, -1.78, -0.62], [-1.45, -0.16, 0.58], [-3.00, 0.79, -1.10], [-4.02, 0.19, 0.09], [-3.93, 1.92, -0.03], [3.45, -0.88, 0.44], [1.85, -1.21, 1.27], [2.18, -1.76, -0.36], [2.85, 1.85, 1.08], [1.28, 1.19, 1.83], [1.19, 2.14, 0.48], [0.49, -2.96, 0.75], [-1.22, -3.43, 0.24], [-0.78, -2.21, 1.39], [-2.47, 1.28, 1.89], [-1.59, 1.99, 0.48], [1.46, 1.63, -1.67], [2.07, 0.20, -2.22], [3.08, 1.04, -1.13], [-0.98, -0.49, -2.19]],
  "e_tot_ha": -557.59572,
  "e_above_lowest_kj_mol": 317.2,
  "charge": 1,
  "gap_ev": 8.09
}



# 7
{
  "formula": "C25H48ClNO2P2ReS2",
  "method": "ωB97M-V/def2-TZVPD",
  "symbols": ["Re", "Cl", "P", "C", "C", "C", "C", "H", "C", "H", "H", "H", "H", "H", "H", "H", "C", "C", "H", "H", "H", "H", "H", "H", "C", "H", "C", "H", "H", "H", "H", "H", "H", "H", "H", "P", "C", "C", "C", "C", "H", "C", "H", "H", "H", "H", "H", "H", "H", "C", "C", "H", "H", "H", "H", "H", "H", "C", "H", "C", "H", "H", "H", "H", "H", "H", "O", "S", "O", "N", "C", "S", "C", "C", "C", "C", "C", "C", "H", "H", "H", "H"],
  "positions_angstrom": [[0.78, 0.50, -0.27], [2.51, 2.15, -0.63], [1.73, 0.24, 1.84], [2.25, 1.81, 2.73], [0.79, -0.64, 3.19], [3.36, -0.66, 1.66], [1.28, 2.96, 2.45], [3.21, 2.04, 2.25], [2.46, 1.68, 4.24], [1.51, 1.65, 4.79], [3.00, 2.57, 4.59], [3.06, 0.81, 4.55], [1.41, 3.35, 1.44], [1.47, 3.78, 3.17], [0.23, 2.66, 2.56], [3.92, 0.05, 1.02], [3.25, -2.00, 0.91], [4.12, -0.83, 2.98], [4.48, 0.12, 3.38], [4.99, -1.47, 2.80], [3.50, -1.33, 3.74], [2.35, -2.07, 0.29], [3.28, -2.85, 1.60], [4.11, -2.08, 0.23], [-0.56, 0.04, 3.42], [1.40, -0.51, 4.10], [0.65, -2.13, 2.92], [-0.47, 1.01, 3.92], [-1.18, -0.61, 4.06], [-1.12, 0.19, 2.49], [0.26, -2.32, 1.91], [-0.08, -2.55, 3.64], [1.60, -2.68, 3.05], [-0.12, 1.66, 0.55], [1.89, -0.45, -0.98], [0.18, 1.06, -2.48], [1.55, 1.14, -3.75], [-1.14, 0.11, -3.39], [-0.43, 2.82, -2.45], [2.62, 0.07, -3.50], [2.00, 2.13, -3.56], [1.11, 1.07, -5.22], [0.83, 0.05, -5.52], [1.97, 1.37, -5.84], [0.28, 1.74, -5.47], [3.19, 0.30, -2.60], [3.31, 0.03, -4.35], [2.17, -0.93, -3.37], [0.47, 3.36, -2.11], [-1.55, 3.03, -1.42], [-0.81, 3.34, -3.84], [0.06, 3.44, -4.50], [-1.25, 4.34, -3.73], [-1.57, 2.71, -4.33], [-1.70, 2.18, -0.74], [-2.51, 3.25, -1.91], [-1.29, 3.89, -0.79], [-0.76, -1.37, -3.52], [-1.18, 0.55, -4.40], [-2.52, 0.30, -2.75], [0.04, -1.53, -4.25], [-1.64, -1.93, -3.86], [-0.47, -1.79, -2.55], [-2.50, 0.16, -1.66], [-3.21, -0.45, -3.16], [-2.94, 1.29, -2.95], [-5.18, 0.21, 0.33], [-4.16, -0.20, 1.26], [-4.18, 0.32, 2.61], [-2.63, -0.08, 0.60], [-2.06, -1.27, 0.46], [-0.45, -1.40, -0.20], [-2.83, -2.43, 0.87], [-2.52, -3.80, 0.89], [-3.48, -4.71, 1.36], [-4.73, -4.24, 1.81], [-5.03, -2.87, 1.81], [-4.07, -1.98, 1.33], [-1.55, -4.16, 0.54], [-3.27, -5.78, 1.39], [-5.48, -4.94, 2.17], [-5.98, -2.47, 2.16]],
  "multiplicity": 4,
  "e_tot_ha": -3204.14248,
  "charge": 0,
  "gap_ev": [7.47, 6.75]
}



# 8
{
  "formula": "C2H4O2S",
  "method": "ωB97M-V/def2-TZVPD",
  "symbols": ["C", "C", "S", "O", "O", "H", "H", "H", "H"],
  "positions_angstrom": [[-0.01, -1.20, -0.23], [-0.66, 0.12, -0.33], [0.21, 1.40, 0.56], [-0.18, 2.77, 0.25], [1.62, 1.09, 0.80], [-0.43, -1.83, 0.44], [1.18, -0.95, -0.03], [-0.08, -1.52, -1.37], [-1.65, 0.12, -0.09]],
  "e_tot_ha": -627.14175,
  "e_above_lowest_kj_mol": 373.8,
  "smiles": "CC=S(=O)=O",
  "charge": 0,
  "gap_ev": [8.01, 8.05]
}



Q: Number 6 is which compound?
A: C7H18NO3